Version one
C25H35CdFN2O8P2S2Si | ωB97M-V with the def2-TZVPD basis set

Properties
Charge: -2
Lowest unoccupied orbital energy: 0.15757 Ha
HOMO level: -1.498 eV

Last column: Löwdin charge in e.
Cartesian coordinates (Å):
Cd (0.7839, -0.9205, -0.7631)  1.2057
C (-1.1396, 2.8562, 1.4182)  -0.1551
Si (-2.0922, 2.2542, 2.9066)  0.4448
C (-1.5149, 3.3178, 4.3820)  -0.1983
C (-3.9338, 2.5392, 2.6594)  -0.1733
N (-1.7331, 0.5784, 3.1978)  -0.0040
C (-2.6446, -0.4452, 3.4428)  -0.2707
C (-3.6356, -0.3341, 4.3995)  -0.0621
C (-4.4730, -1.4361, 4.6158)  -0.1164
C (-4.3952, -2.6292, 3.8713)  -0.1213
C (-3.4024, -2.7385, 2.8865)  -0.0133
C (-2.5127, -1.6628, 2.7476)  -0.2099
F (-1.4941, -1.7297, 1.8794)  0.0570
H (-0.8204, 3.9239, 1.5582)  0.0515
H (-1.8141, 2.7885, 0.5380)  0.0147
H (-0.2083, 2.3026, 1.1982)  0.0174
H (-1.7483, 4.4207, 4.3031)  0.0359
H (-0.4371, 3.2209, 4.4727)  0.0089
H (-1.8218, 2.9577, 5.3690)  0.0079
H (-4.6273, 1.9278, 3.2682)  0.0183
H (-4.1328, 2.2698, 1.5895)  0.0418
H (-4.1687, 3.6037, 2.7249)  0.0201
H (-3.7895, 0.5435, 4.9858)  0.0941
H (-5.1933, -1.4604, 5.4148)  0.0789
H (-5.0020, -3.5300, 4.0160)  0.0894
H (-3.2191, -3.6328, 2.2732)  0.1220
S (1.2929, -3.4206, 0.3022)  0.3908
C (1.6351, -4.2401, -1.2179)  -0.7966
C (2.2995, -5.4394, -1.1899)  -0.1880
C (2.6783, -6.1260, -2.3797)  -0.1445
C (2.2849, -5.6980, -3.6363)  -0.1520
C (1.5897, -4.4960, -3.6803)  -0.1899
C (1.2229, -3.7865, -2.5283)  -0.7119
S (0.2985, -2.2772, -2.8014)  0.4524
H (2.5819, -5.9023, -0.2166)  0.0871
H (3.2441, -7.0326, -2.2713)  0.0653
H (2.6147, -6.1941, -4.5168)  0.0676
H (1.2932, -4.0842, -4.6481)  0.0795
O (0.6610, 0.1270, 1.1903)  -0.4421
C (1.7966, -0.2105, 1.8878)  -0.4618
C (2.8765, 0.8575, 1.6870)  -0.1789
C (2.9277, 1.4695, 0.2471)  -0.1573
C (3.8331, 0.6303, -0.6049)  -0.2771
C (5.2248, 0.7818, -0.5837)  -0.0317
C (5.9872, -0.1842, -1.2318)  -0.0921
C (5.3856, -1.1735, -1.9786)  -0.0858
C (4.0106, -1.1752, -2.0701)  -0.1141
N (3.2484, -0.3161, -1.3698)  0.0764
H (-0.9787, 0.1913, 2.4927)  0.1121
H (2.1223, -1.2532, 1.6751)  0.0260
H (1.5940, -0.2152, 3.0057)  0.1039
H (3.8796, 0.5463, 1.9599)  0.0915
H (2.5503, 1.7172, 2.3610)  0.1133
H (3.3284, 2.5112, 0.3092)  0.1227
H (1.9151, 1.4755, -0.1134)  0.0452
H (5.6583, 1.5800, 0.0173)  0.1077
H (7.0513, -0.2124, -1.1052)  0.0879
H (5.8789, -2.0127, -2.4583)  0.0989
H (3.4393, -1.9544, -2.6150)  0.1079
C (-2.3964, 3.2906, -2.3542)  -0.1085
C (-1.5625, 2.4549, -3.2622)  -0.5972
O (-1.8366, 2.8921, -4.6073)  -0.0924
P (-2.1343, 0.7084, -3.0211)  0.4672
O (-3.6956, 0.6888, -3.5244)  -0.1404
O (-1.5467, -0.1428, -4.2204)  -0.1755
O (-1.9897, 0.2411, -1.6177)  -0.3356
P (0.2911, 2.4430, -2.9504)  0.3416
O (0.4798, 3.5253, -1.6965)  -0.1846
O (0.8165, 3.0264, -4.2219)  -0.3310
O (0.6736, 1.0984, -2.4172)  -0.4245
H (-3.4565, 3.2215, -2.7050)  0.0881
H (-2.0493, 4.3279, -2.4196)  0.0869
H (-2.3791, 2.8961, -1.3192)  0.0523
H (-0.9494, 3.0137, -5.0119)  0.0616
H (-4.1802, 0.2160, -2.8484)  0.0595
H (-0.6109, -0.4476, -4.2159)  0.0126
H (0.2702, 3.0770, -0.8601)  0.0231

***

Version two
C25H35CdFN2O8P2S2Si | ωB97M-V with the def2-TZVPD basis set

Properties
Charge: -2
Lowest unoccupied orbital energy: 0.15739 Ha
HOMO level: -1.752 eV

Last column: Löwdin charge in e.
Cartesian coordinates (Å):
Cd (-0.5235, 0.1909, 0.0947)  1.2621
C (-3.9141, 0.7326, 1.6889)  -0.1767
Si (-3.1150, -0.9540, 1.9682)  0.3409
C (-4.4740, -2.2316, 2.0256)  -0.1806
C (-2.1615, -1.0348, 3.5527)  -0.1734
N (-2.0633, -1.3214, 0.6237)  -0.1652
C (-1.8170, -2.6100, 0.3256)  -0.3646
C (-1.8030, -3.6984, 1.2689)  -0.0918
C (-1.6306, -4.9905, 0.8399)  -0.1620
C (-1.5578, -5.4073, -0.4948)  -0.1251
C (-1.5797, -4.3426, -1.4475)  -0.0428
C (-1.5754, -3.0310, -1.0450)  -0.2622
F (-1.4682, -2.1000, -1.9917)  0.0399
H (-4.7862, 0.8720, 2.4364)  0.0484
H (-4.3867, 0.7759, 0.7330)  0.0096
H (-3.2548, 1.5545, 1.8881)  -0.0314
H (-5.2199, -1.7796, 2.7290)  0.0357
H (-4.0544, -3.1352, 2.4269)  -0.0003
H (-4.9896, -2.4246, 1.1138)  0.0176
H (-2.8039, -1.1881, 4.4516)  0.0381
H (-1.5516, -0.1118, 3.5878)  0.0269
H (-1.4037, -1.8076, 3.3734)  0.0092
H (-1.9549, -3.4731, 2.3419)  0.0843
H (-1.5604, -5.7623, 1.6239)  0.0918
H (-1.1714, -6.3947, -0.6544)  0.0682
H (-1.3290, -4.5997, -2.4578)  0.0937
S (-1.2682, 2.0431, -1.4332)  0.4756
C (-0.4408, 2.1480, -2.9948)  -0.7561
C (-0.7552, 1.2666, -3.9969)  -0.1818
C (-0.2906, 1.4511, -5.3088)  -0.1457
C (0.5626, 2.5006, -5.6457)  -0.1516
C (0.9711, 3.3342, -4.6218)  -0.1615
C (0.4857, 3.1816, -3.2848)  -0.6691
S (1.0321, 4.3406, -1.9937)  0.4886
H (-1.4092, 0.3956, -3.7521)  0.0997
H (-0.5949, 0.8066, -6.1394)  0.0785
H (1.0367, 2.5774, -6.6671)  0.0984
H (1.6656, 4.1041, -4.7655)  0.0538
O (2.0820, 1.5285, -0.8748)  -0.2084
C (3.0987, 0.9611, -1.6202)  -0.2757
C (2.6822, 0.0305, -2.8422)  -0.1188
C (1.5903, -1.0518, -2.5208)  -0.1367
C (1.8479, -1.9041, -1.2965)  -0.2908
C (2.5372, -3.1115, -1.3336)  -0.0130
C (2.5862, -3.9037, -0.1728)  -0.0743
C (1.9203, -3.4686, 0.9281)  -0.0802
C (1.3989, -2.1922, 0.9303)  -0.1409
N (1.3036, -1.4878, -0.1684)  0.0603
H (1.8007, 2.4498, -1.2479)  -0.0046
H (3.6696, 0.3198, -0.9680)  0.0972
H (3.7770, 1.7672, -1.9679)  0.1215
H (3.5668, -0.5317, -3.2514)  0.1098
H (2.2664, 0.7001, -3.6155)  0.0929
H (1.4598, -1.6991, -3.3594)  0.1028
H (0.6877, -0.5116, -2.3648)  0.0502
H (3.0377, -3.4226, -2.2784)  0.1180
H (3.0446, -4.8761, -0.0678)  0.0976
H (1.7124, -4.0742, 1.8015)  0.1069
H (0.8571, -1.7271, 1.8068)  0.1139
C (2.1876, 4.1397, 2.5300)  -0.0821
C (1.0150, 3.1887, 2.9264)  -0.5390
O (0.6778, 3.3374, 4.3109)  -0.1099
P (-0.5161, 3.6446, 1.9627)  0.3940
O (-1.0538, 4.8053, 2.8924)  -0.1282
O (-0.1142, 4.4387, 0.7007)  -0.2152
O (-1.5427, 2.6065, 1.7894)  -0.3411
P (1.6106, 1.4317, 2.6926)  0.2557
O (2.9211, 1.5976, 1.8045)  -0.1473
O (2.0114, 1.0629, 4.0659)  -0.3037
O (0.6290, 0.5844, 1.9885)  -0.4105
H (2.1340, 5.1543, 2.8357)  0.0561
H (2.3982, 4.1378, 1.4460)  0.0785
H (3.1200, 3.7616, 3.0396)  0.0895
H (0.8817, 2.4213, 4.6085)  0.0587
H (-0.8569, 4.4897, 3.8014)  0.0684
H (-0.0295, 3.9420, -0.1697)  -0.0908
H (2.7541, 1.5843, 0.8591)  0.0199

***

So which one is most stable? That would be version one, about 0.0033 hartree below the next structure.

***

Version one
C3H5NO | ωB97M-V with the def2-TZVPD basis set

Properties
Charge: 0
SMILES string: C[C@@H](O)C#N
Lowest unoccupied orbital energy: 0.02012 Ha
HOMO level: -11.585 eV

Last column: natural (NBO) charge in e.
Cartesian coordinates (Å):
C (-1.1675, -0.0381, -0.0327)  -0.6056
C (0.3384, -0.1749, 0.1870)  0.0044
O (0.8615, -1.0512, -0.7790)  -0.6896
C (0.9786, 1.1586, 0.0907)  0.2444
N (1.4641, 2.2029, -0.0299)  -0.3098
H (-1.3961, 0.1969, -1.0791)  0.2296
H (-1.5568, 0.7515, 0.6142)  0.2228
H (-1.6471, -0.9784, 0.2440)  0.2204
H (0.4932, -0.5558, 1.2087)  0.2026
H (1.6317, -1.5116, -0.4239)  0.4809

***

Version two
C3H5NO | ωB97M-V with the def2-TZVPD basis set

Properties
Charge: 0
SMILES string: C=CC#N.O
Lowest unoccupied orbital energy: 0.01138 Ha
HOMO level: -10.460 eV

Last column: natural (NBO) charge in e.
Cartesian coordinates (Å):
O (-1.9037, 0.9876, 0.1892)  -0.9266
C (-0.2038, -1.0234, -0.1937)  -0.2505
C (0.8337, -0.2996, -0.6154)  -0.3802
C (1.8100, 0.2128, 0.3065)  0.2441
N (2.5781, 0.6342, 1.0643)  -0.3032
H (-1.7190, 0.9591, 1.1356)  0.4696
H (-0.3435, -1.2585, 0.8578)  0.2096
H (-0.9634, -1.3797, -0.8800)  0.2205
H (-1.0494, 1.2063, -0.2021)  0.4728
H (0.9612, -0.0388, -1.6621)  0.2441

***

So which one is most stable? That would be version one, about 0.0235 hartree below the next structure.

***

Version one
C3H5NO | ωB97M-V with the def2-TZVPD basis set

Properties
Charge: 0
SMILES string: C=C[N+](=C)[O-]
Lowest unoccupied orbital energy (spin up / spin down): -0.00444 / -0.00380 Ha
HOMO level (spin up / spin down): -8.821 / -8.829 eV

Last column: natural (NBO) charge in e.
Cartesian coordinates (Å):
C (1.5555, -0.8004, 0.3319)  -0.3467
C (-1.1162, 1.2341, -0.5421)  -0.2959
C (0.3097, -0.5042, -0.0470)  -0.0790
N (-0.7844, 0.2757, 0.4609)  0.1289
O (-1.1909, 0.2984, 1.6305)  -0.4223
H (2.0000, -1.5829, -0.1970)  0.2113
H (2.1478, -0.2811, 1.1079)  0.2189
H (-2.1056, 1.5891, -0.4639)  0.2010
H (-0.6613, 0.9024, -1.4438)  0.1818
H (-0.1547, -1.1309, -0.8374)  0.2020

***

Version two
C3H5NO | ωB97M-V with the def2-TZVPD basis set

Properties
Charge: 0
SMILES string: O=C1CNC1
Lowest unoccupied orbital energy: 0.03588 Ha
HOMO level: -9.954 eV

Last column: natural (NBO) charge in e.
Cartesian coordinates (Å):
O (-0.3232, -0.2529, 2.1295)  -0.5089
C (-0.2116, 0.0675, 0.9780)  0.5719
C (-0.9958, -0.2212, -0.3200)  -0.3476
N (0.3435, -0.3904, -0.9508)  -0.5587
C (0.9219, 0.5470, 0.0517)  -0.3475
H (-1.6483, -1.0866, -0.4364)  0.2151
H (-1.4746, 0.6796, -0.7413)  0.2093
H (0.6678, -1.3139, -0.6350)  0.3424
H (1.9930, 0.3854, 0.2003)  0.2166
H (0.7272, 1.5856, -0.2760)  0.2073

***

So which one is most stable? That would be version two, about 0.1069 hartree below the next structure.

***

Version one
C3H5NO | ωB97M-V with the def2-TZVPD basis set

Properties
Charge: 0
Lowest unoccupied orbital energy (spin up / spin down): 0.00625 / -0.00650 Ha
HOMO level (spin up / spin down): -7.779 / -8.359 eV

Last column: natural (NBO) charge in e.
Cartesian coordinates (Å):
C (-0.4781, -0.8010, -0.2369)  -0.4720
C (-1.0749, 0.4541, 0.5724)  -0.4547
C (0.0846, 0.4814, -0.3862)  -0.1591
N (2.2337, 0.6826, 0.2795)  0.2206
O (2.8539, -0.2313, -0.1215)  -0.2222
H (0.0461, -1.4852, 0.4567)  0.2190
H (-1.0402, -1.2771, -1.0871)  0.2195
H (-2.0872, 0.6722, 0.1493)  0.2133
H (-0.9793, 0.3898, 1.6160)  0.2199
H (0.4415, 1.1144, -1.2421)  0.2158

***

Version two
C3H5NO | ωB97M-V with the def2-TZVPD basis set

Properties
Charge: 0
SMILES string: C#CCON
Lowest unoccupied orbital energy: 0.03291 Ha
HOMO level: -10.024 eV

Last column: natural (NBO) charge in e.
Cartesian coordinates (Å):
C (2.6145, 0.3872, 0.0018)  -0.1928
C (1.4731, 0.0297, -0.0014)  -0.0379
C (0.0824, -0.3779, -0.0009)  -0.1537
N (-2.1107, 0.5187, 0.0009)  -0.5006
O (-0.7387, 0.7859, -0.0010)  -0.3841
H (3.6189, 0.6902, -0.0012)  0.2313
H (-0.1212, -0.9890, 0.8964)  0.1927
H (-0.1218, -0.9896, -0.8976)  0.1926
H (-2.3471, -0.0271, 0.8319)  0.3262
H (-2.3494, -0.0280, -0.8287)  0.3262

***

Version three
C3H5NO | ωB97M-V with the def2-TZVPD basis set

Properties
Charge: 0
SMILES string: C=C=N.C=O
Lowest unoccupied orbital energy: 0.02229 Ha
HOMO level: -9.263 eV

Last column: natural (NBO) charge in e.
Cartesian coordinates (Å):
C (-1.4329, 1.1737, -0.1005)  0.2615
O (-1.4751, 0.7105, -1.2094)  -0.4825
C (1.0513, -1.2626, -0.7651)  -0.6367
C (1.1045, -0.6541, 0.3921)  0.4183
N (1.2154, -0.0983, 1.4844)  -0.6416
H (-1.9933, 0.7222, 0.7432)  0.1062
H (-0.8279, 2.0707, 0.1391)  0.1114
H (0.3564, 0.3486, 1.8124)  0.3635
H (1.2819, -0.7161, -1.6722)  0.2520
H (0.7197, -2.2946, -0.8241)  0.2478

***

Version four
C3H5NO | ωB97M-V with the def2-TZVPD basis set

Properties
Charge: 0
SMILES string: C[C@@H](O)C#N
Lowest unoccupied orbital energy: 0.02540 Ha
HOMO level: -11.379 eV

Last column: natural (NBO) charge in e.
Cartesian coordinates (Å):
C (-1.2050, -0.0291, -0.0750)  -0.6150
C (0.2818, -0.2389, 0.2374)  0.0050
O (0.8445, -1.1202, -0.7175)  -0.6885
C (0.9919, 1.0669, 0.1762)  0.2387
N (1.5900, 2.0465, 0.0307)  -0.3061
H (-1.3047, 0.2740, -1.1214)  0.2303
H (-1.6751, 0.7500, 0.5371)  0.2281
H (-1.7573, -0.9588, 0.0726)  0.2255
H (0.4564, -0.7227, 1.2032)  0.2049
H (1.8005, -1.1207, -0.5641)  0.4772

***

So which one is most stable? That would be version four, about 0.0653 hartree below the next structure.